No. 1
C28H24FeO4P as an isolated structure, computed with ωB97M-V/def2-TZVPD.

Calculated values
Kohn-Sham gap (spin up / spin down) = 5.316 / 4.428 eV
net charge = +1
total energy = -2986.91155 Ha
2S+1 = 5

```
58
C28H24FeO4P | the OMol25 dataset | ωB97M-V/def2-TZVPD
C 0.987 -3.274 0.314
O -0.013 -2.235 0.428
C 0.337 -0.941 0.303
C 1.644 -0.379 0.531
C 2.205 0.383 -0.667
C 1.190 0.906 -1.639
C -0.130 0.845 -1.262
C -0.596 0.076 -0.130
Fe 0.335 0.496 1.836
C 1.525 1.738 2.122
O 2.345 2.509 2.416
C 0.735 -0.363 3.287
O 1.006 -0.559 4.403
C -1.025 1.389 2.522
O -1.630 2.117 3.195
H 1.049 -3.776 1.286
H 0.602 -3.966 -0.442
H 1.975 -2.894 0.010
H 2.392 -0.979 1.063
H 2.803 1.218 -0.275
H 2.930 -0.297 -1.145
H 1.489 1.475 -2.542
H -0.902 1.363 -1.836
H -1.673 -0.089 -0.002
C 6.220 2.295 0.539
C 5.135 3.123 0.233
C 4.397 2.911 -0.928
C 4.700 1.810 -1.760
P 3.551 1.475 -3.151
C 4.159 2.714 -4.359
C 3.505 2.766 -5.610
C 4.020 3.565 -6.630
C 5.165 4.344 -6.410
C 5.785 4.329 -5.158
C 5.277 3.531 -4.128
C 4.257 -0.061 -3.879
C 3.698 -1.308 -3.528
C 4.345 -2.487 -3.907
C 5.479 -2.441 -4.726
C 5.969 -1.209 -5.165
C 5.367 -0.022 -4.737
C 5.799 0.993 -1.465
C 6.554 1.244 -0.316
H 6.809 2.478 1.442
H 4.862 3.945 0.895
H 3.570 3.579 -1.185
H 2.611 2.163 -5.772
H 3.531 3.573 -7.604
H 5.573 4.959 -7.214
H 6.675 4.931 -4.972
H 5.765 3.533 -3.153
H 2.762 -1.344 -2.966
H 3.959 -3.447 -3.561
H 5.979 -3.364 -5.025
H 6.826 -1.159 -5.837
H 5.764 0.934 -5.077
H 6.064 0.169 -2.129
H 7.412 0.607 -0.100
```

Just the natural (NBO) charges please, in e? Sure, here they are: number 1, C, carries -0.2513; number 2, O, carries -0.4760; number 3, C, carries 0.2915; number 4, C, carries -0.4000; number 5, C, carries -0.4929; number 6, C, carries -0.2061; number 7, C, carries -0.1980; number 8, C, carries -0.3008; number 9, Fe, carries -0.0659; number 10, C, carries 0.5773; number 11, O, carries -0.4969; number 12, C, carries 0.5268; number 13, O, carries -0.4716; number 14, C, carries 0.5333; number 15, O, carries -0.4561; number 16, H, carries 0.2058; number 17, H, carries 0.2045; number 18, H, carries 0.1836; number 19, H, carries 0.2381; number 20, H, carries 0.2278; number 21, H, carries 0.2124; number 22, H, carries 0.1958; number 23, H, carries 0.2314; number 24, H, carries 0.2558; number 25, C, carries -0.1580; number 26, C, carries -0.1989; number 27, C, carries -0.2018; number 28, C, carries -0.4058; number 29, P, carries 1.2978; number 30, C, carries -0.4021; number 31, C, carries -0.1144; number 32, C, carries -0.2245; number 33, C, carries -0.1470; number 34, C, carries -0.2038; number 35, C, carries -0.1790; number 36, C, carries -0.2958; number 37, C, carries -0.2192; number 38, C, carries -0.2044; number 39, C, carries -0.1638; number 40, C, carries -0.1911; number 41, C, carries -0.2233; number 42, C, carries -0.1374; number 43, C, carries -0.2163; number 44, H, carries 0.2391; number 45, H, carries 0.2429; number 46, H, carries 0.2322; number 47, H, carries 0.2181; number 48, H, carries 0.2381; number 49, H, carries 0.2383; number 50, H, carries 0.2388; number 51, H, carries 0.2379; number 52, H, carries 0.2293; number 53, H, carries 0.2346; number 54, H, carries 0.2374; number 55, H, carries 0.2372; number 56, H, carries 0.2359; number 57, H, carries 0.2246; number 58, H, carries 0.2360

---

No. 2
C23H50N2O2P3Ti as an isolated structure, computed with ωB97M-V/def2-TZVPD.

Calculated values
Kohn-Sham gap (spin up / spin down) = 8.168 / 8.168 eV
net charge = +3
total energy = -3039.06078 Ha
2S+1 = 1

```
81
C23H50N2O2P3Ti | the OMol25 dataset | ωB97M-V/def2-TZVPD
Ti -0.386 -0.162 -1.101
P 1.190 0.878 -2.747
C 1.243 -0.417 -4.055
C 0.577 -1.701 -3.635
N -0.096 -1.823 -2.455
C -0.558 -3.050 -2.091
C -0.290 -4.171 -2.861
C 0.442 -4.065 -4.035
C 0.890 -2.811 -4.392
C -1.333 -3.227 -0.785
P -2.704 -2.096 -0.529
H 1.502 -2.656 -5.279
H -0.648 -5.136 -2.495
H 0.724 -4.954 -4.604
H -1.805 -4.222 -0.819
H -0.669 -3.217 0.103
H 0.929 -0.037 -5.059
H 2.338 -0.612 -4.177
H -2.624 0.358 -4.448
O -3.031 -0.229 -5.111
H -2.625 0.081 -5.952
H -2.300 -0.747 -0.328
O -1.782 1.050 -1.199
H -2.535 1.477 -1.661
C -3.876 -2.119 -1.884
H -4.422 -3.076 -1.898
H -4.597 -1.303 -1.738
H -3.387 -1.953 -2.852
C -3.554 -2.457 1.003
H -4.104 -1.560 1.320
H -4.266 -3.285 0.869
H -2.843 -2.719 1.797
C 2.998 1.140 -2.610
H 3.395 1.470 -3.580
H 3.219 1.893 -1.847
H 3.500 0.201 -2.340
C 0.633 2.382 -3.607
H 0.534 3.180 -2.854
H 1.376 2.672 -4.365
H -0.344 2.213 -4.082
C 1.317 3.322 0.824
C 0.205 2.646 1.643
C 0.003 3.342 3.000
C -1.098 2.905 0.876
P 0.606 0.806 1.845
N 0.414 -0.012 0.464
C 2.416 0.560 2.267
C 2.867 1.557 3.350
C 2.661 -0.880 2.750
C 3.252 0.727 0.985
C -0.504 -0.049 3.102
C -1.956 0.374 2.838
C -0.414 -1.575 2.899
C -0.107 0.314 4.542
H 0.977 4.339 0.571
H 1.480 2.790 -0.128
H 2.260 3.412 1.373
H -0.147 4.413 2.789
H -0.907 2.988 3.503
H 0.861 3.251 3.674
H -1.005 2.654 -0.188
H -1.961 2.378 1.292
H -1.317 3.986 0.945
H 2.270 1.476 4.269
H 3.909 1.315 3.607
H 2.847 2.594 2.997
H 2.292 -1.608 2.018
H 3.750 -1.013 2.836
H 2.231 -1.089 3.736
H 2.845 0.097 0.185
H 3.298 1.758 0.625
H 4.277 0.392 1.206
H -2.248 0.164 1.798
H -2.603 -0.222 3.501
H -2.141 1.430 3.069
H 0.510 -2.010 3.287
H -1.248 -2.047 3.437
H -0.494 -1.835 1.835
H 0.877 -0.086 4.822
H -0.131 1.399 4.723
H -0.850 -0.148 5.215
```

Just the Mulliken charges please, in e? Sure, here they are: number 1, Ti, carries -0.2896; number 2, P, carries 1.4146; number 3, C, carries -1.2359; number 4, C, carries 0.5252; number 5, N, carries 0.7193; number 6, C, carries 0.5034; number 7, C, carries -0.7108; number 8, C, carries -0.8631; number 9, C, carries -0.6390; number 10, C, carries -1.0037; number 11, P, carries 1.1681; number 12, H, carries 0.5634; number 13, H, carries 0.5215; number 14, H, carries 0.4678; number 15, H, carries 0.5650; number 16, H, carries 0.5142; number 17, H, carries 0.5566; number 18, H, carries 0.5106; number 19, H, carries 0.2679; number 20, O, carries -0.5995; number 21, H, carries 0.3352; number 22, H, carries -0.3035; number 23, O, carries -0.3822; number 24, H, carries 0.1515; number 25, C, carries -1.0775; number 26, H, carries 0.4357; number 27, H, carries 0.4297; number 28, H, carries 0.3530; number 29, C, carries -1.1811; number 30, H, carries 0.4766; number 31, H, carries 0.4986; number 32, H, carries 0.2951; number 33, C, carries -1.6746; number 34, H, carries 0.5911; number 35, H, carries 0.3570; number 36, H, carries 0.4880; number 37, C, carries -1.3622; number 38, H, carries 0.3656; number 39, H, carries 0.4673; number 40, H, carries 0.3766; number 41, C, carries -1.6248; number 42, C, carries 1.7508; number 43, C, carries -1.8255; number 44, C, carries -1.3189; number 45, P, carries 0.3289; number 46, N, carries 0.3513; number 47, C, carries 1.8244; number 48, C, carries -1.7309; number 49, C, carries -1.7338; number 50, C, carries -1.6861; number 51, C, carries 1.7856; number 52, C, carries -1.5812; number 53, C, carries -2.0225; number 54, C, carries -1.7219; number 55, H, carries 0.5765; number 56, H, carries 0.0792; number 57, H, carries 0.2674; number 58, H, carries 0.5569; number 59, H, carries 0.3748; number 60, H, carries 0.3150; number 61, H, carries -0.0967; number 62, H, carries 0.2871; number 63, H, carries 0.6015; number 64, H, carries 0.3073; number 65, H, carries 0.5227; number 66, H, carries 0.3075; number 67, H, carries 0.2908; number 68, H, carries 0.6407; number 69, H, carries 0.2849; number 70, H, carries 0.2697; number 71, H, carries 0.2411; number 72, H, carries 0.5408; number 73, H, carries -0.0333; number 74, H, carries 0.6629; number 75, H, carries 0.2728; number 76, H, carries 0.2765; number 77, H, carries 0.5331; number 78, H, carries 0.3554; number 79, H, carries 0.3058; number 80, H, carries 0.3399; number 81, H, carries 0.5287

---

Q: Among the records above, which one has the highest total energy?
A: C28H24FeO4P

---

Q: Which value of total energy does entry 1 give?
A: -2986.91155 Ha

---

Q: What is the formula in the first record?
A: C28H24FeO4P